{
  "formula": "C5H9N3O3S",
  "method": "ωB97M-V/def2-TZVPD",
  "e_tot_ha": -983.9359,
  "homo_lumo_gap_ev": 9.0,
  "total_charge": 0,
  "e_lumo_ha": -0.0253,
  "symbols": ["C", "C", "C", "C", "C", "N", "N", "N", "O", "O", "O", "S", "H", "H", "H", "H", "H", "H", "H", "H", "H"],
  "xyz": [[0.485, -2.058, -0.181], [0.973, -0.930, 0.224], [-1.574, -0.439, 0.088], [-1.028, -1.811, -0.505], [0.420, 0.152, 0.724], [-0.778, -0.100, 1.314], [-2.988, -0.299, 0.291], [3.573, 1.903, 0.503], [-1.303, 0.495, -0.935], [-0.409, 2.565, -0.037], [1.032, 1.329, -1.605], [0.092, 1.359, -0.518], [1.158, -2.918, -0.213], [3.143, 1.188, 0.034], [-1.263, -1.795, -1.528], [-1.541, -2.575, -0.016], [-1.168, 0.667, 1.838], [-3.366, 0.005, -0.610], [-3.485, -1.209, 0.522], [3.446, 2.747, -0.084], [4.581, 1.723, 0.696]],
  "forces_ev_per_angstrom": [[0.579, 0.055, -0.563], [-0.182, 0.523, 0.463], [0.123, -1.226, 0.084], [1.128, 0.840, 1.616], [2.045, 0.868, -1.057], [-2.139, -0.681, 0.783], [-0.937, -1.859, 0.007], [1.805, 2.972, 1.223], [1.662, 1.441, -0.325], [-0.522, 2.316, 1.080], [-0.542, -0.133, 0.570], [0.396, -1.830, -1.879], [-1.089, -0.394, -0.274], [-0.890, -2.377, -1.391], [-0.151, -0.114, -1.414], [-1.030, -1.554, 0.721], [-0.408, 0.244, -0.028], [-0.004, 0.025, 0.477], [1.071, 1.482, -0.208], [0.441, -0.778, 0.652], [-1.357, 0.182, -0.535]]
}

{
  "formula": "C5H9N3O3S2",
  "method": "ωB97M-V/def2-TZVPD",
  "e_tot_ha": -1382.1665,
  "homo_lumo_gap_ev": 10.0,
  "total_charge": 0,
  "e_lumo_ha": 0.0178,
  "symbols": ["C", "C", "C", "C", "C", "N", "N", "N", "O", "O", "O", "S", "S", "H", "H", "H", "H", "H", "H", "H", "H", "H"],
  "xyz": [[-0.127, 0.654, -2.593], [-0.493, -1.469, -2.423], [0.434, 0.163, -1.476], [-0.694, 0.990, 3.008], [0.089, -1.400, 1.656], [0.220, -1.165, -1.345], [0.948, 1.299, 1.097], [-0.818, -0.386, -3.193], [2.804, 0.116, -0.296], [1.901, 2.308, -1.097], [-1.496, 0.510, 0.593], [1.709, 1.007, -0.504], [-0.307, 0.406, 1.406], [-0.156, 1.629, -2.909], [-0.774, -2.484, -2.596], [-0.991, 0.199, 3.597], [0.302, 1.424, 3.412], [-1.394, 1.883, 2.813], [0.883, -1.720, 0.959], [-0.070, -1.641, 2.736], [-0.736, -1.880, 1.167], [-1.234, -0.441, -4.011]],
  "forces_ev_per_angstrom": [[-0.908, -0.793, -0.168], [0.129, -0.118, 1.498], [1.712, 0.483, 0.315], [2.120, 3.934, -0.597], [-1.195, 0.674, -0.344], [-0.518, -0.721, -1.456], [0.325, -1.178, -2.424], [3.774, -0.296, 5.878], [0.066, -0.196, -0.143], [-0.070, -0.863, 0.281], [-0.227, -0.261, -0.166], [-2.232, 1.098, 1.793], [1.257, -0.072, -0.078], [-0.033, 1.979, -0.920], [-0.439, -0.255, -0.465], [-1.278, -1.364, 1.371], [-1.717, -0.778, -0.530], [0.777, -1.709, 0.607], [0.459, 0.366, 1.300], [1.255, 0.119, -0.879], [-0.873, -0.114, -0.220], [-2.382, 0.064, -4.653]]
}

{
  "formula": "C5H9N3OS",
  "method": "ωB97M-V/def2-TZVPD",
  "e_tot_ha": -833.4830,
  "homo_lumo_gap_ev": 8.9,
  "total_charge": 0,
  "e_lumo_ha": 0.0298,
  "symbols": ["C", "C", "C", "C", "C", "N", "N", "N", "O", "S", "H", "H", "H", "H", "H", "H", "H", "H", "H"],
  "xyz": [[0.110, -1.580, -0.213], [-0.770, 0.049, 0.914], [-1.168, -1.417, -1.067], [0.783, 0.179, -1.418], [1.567, 1.361, -1.963], [1.240, -0.804, -0.770], [-0.548, 0.582, 3.286], [-0.971, 0.782, 1.960], [-0.058, -1.070, 1.094], [-0.873, 0.036, -2.091], [0.395, -2.672, -0.076], [-1.400, -2.347, -1.781], [-1.942, -1.168, -0.425], [1.072, 2.225, -1.580], [1.511, 1.474, -3.030], [2.578, 1.487, -1.592], [0.021, 1.357, 3.549], [0.030, -0.207, 3.316], [-1.577, 1.735, 1.888]],
  "forces_ev_per_angstrom": [[1.502, -2.136, -1.101], [-0.774, 1.249, 0.133], [1.351, -2.105, -2.911], [0.332, -0.025, -2.255], [-0.244, -0.234, 0.961], [-0.615, -0.014, 0.900], [-1.110, 0.600, 0.633], [-1.574, 3.227, 0.245], [-0.752, 0.591, 0.983], [0.326, 0.159, 0.123], [-0.260, 1.382, -0.259], [0.586, 1.934, 1.771], [-1.772, 0.020, 1.046], [-0.626, 0.831, 0.303], [0.063, -0.373, -0.502], [0.245, -0.675, -0.067], [0.463, 0.668, 0.185], [0.899, -1.576, -0.075], [1.960, -3.523, -0.113]]
}